# 1
This record from OMol25 describes a cluster of 2 separate species, C4H7Cl2N4 in total. The level of theory is wB97M-V/def2-TZVPD.

CARTESIAN COORDINATES (ANGSTROEM)
C (-0.351, -0.354, 1.815)
C (0.627, -0.511, -2.610)
C (0.773, 0.385, 2.451)
C (-1.196, 0.663, 0.879)
N (-0.720, -1.539, 1.954)
N (0.285, 1.863, -0.702)
N (-0.400, 1.420, 0.049)
N (1.028, -0.368, -3.888)
Cl (0.197, -2.013, -2.081)
Cl (-2.482, -0.247, -0.076)
H (0.405, 1.469, 2.328)
H (0.866, 0.102, 3.524)
H (1.611, 0.044, 1.865)
H (-1.502, 1.313, 1.766)
H (-1.628, -1.854, 1.601)
H (1.219, 0.605, -4.284)
H (1.269, -0.980, -4.592)

DFT total energy, eV: -35254.8085
2S+1: 1
Charge: +1
Largest force on an atom, eV/A: 4.14
Gap between HOMO and LUMO, eV: 6.51

From a Löwdin analysis of the wavefunction, the atomic charges in e read: C -0.43; C -0.71; C -0.01; C -0.56; N 0.19; N 0.43; N 0.03; N -0.01; Cl 0.63; Cl 0.69; H 0.10; H 0.12; H 0.10; H 0.17; H 0.05; H 0.14; H 0.06

***

# 2
This record from OMol25 describes a structure of composition C31H23FeGeN3O2S. The level of theory is wB97M-V/def2-TZVPD.

CARTESIAN COORDINATES (ANGSTROEM)
Fe (-0.494, -0.821, 1.629)
O (3.342, -1.399, 3.154)
C (2.236, -1.053, 2.812)
N (1.312, -1.712, 2.044)
C (1.583, -2.954, 1.535)
O (2.571, -3.640, 1.658)
C (0.425, -3.512, 0.693)
C (0.561, -4.746, 0.081)
C (-0.487, -5.207, -0.701)
C (-1.626, -4.429, -0.842)
C (-1.683, -3.209, -0.190)
N (-0.672, -2.768, 0.558)
C (1.747, 0.335, 3.253)
C (2.588, 1.156, 3.984)
C (2.124, 2.413, 4.342)
C (0.851, 2.803, 3.960)
C (0.076, 1.916, 3.231)
N (0.520, 0.708, 2.893)
H (1.479, -5.297, 0.224)
H (-0.414, -6.165, -1.200)
H (-2.461, -4.750, -1.449)
H (-2.539, -2.550, -0.285)
H (3.572, 0.794, 4.242)
H (2.755, 3.085, 4.910)
H (0.459, 3.780, 4.204)
H (-0.916, 2.183, 2.887)
S (-3.307, -1.175, 3.600)
C (-2.092, -0.994, 2.705)
C (0.607, 5.036, 0.421)
C (-0.590, 4.682, -0.182)
C (-0.853, 3.352, -0.492)
C (0.072, 2.350, -0.206)
C (1.270, 2.726, 0.410)
C (1.543, 4.052, 0.715)
Ge (-0.285, 0.437, -0.488)
C (-2.037, 0.302, -1.399)
C (-3.208, 0.509, -0.667)
C (-4.465, 0.361, -1.240)
C (-4.576, -0.014, -2.572)
C (-3.425, -0.227, -3.318)
C (-2.172, -0.069, -2.737)
C (1.034, -0.169, -1.813)
C (1.076, -1.507, -2.214)
C (1.988, -1.954, -3.159)
C (2.889, -1.065, -3.728)
C (2.861, 0.268, -3.349)
C (1.942, 0.709, -2.405)
H (0.813, 6.073, 0.657)
H (-1.324, 5.443, -0.419)
H (-1.793, 3.097, -0.971)
H (2.009, 1.970, 0.662)
H (2.482, 4.315, 1.185)
H (-3.146, 0.792, 0.382)
H (-5.354, 0.535, -0.646)
H (-5.552, -0.136, -3.025)
H (-3.502, -0.516, -4.359)
H (-1.287, -0.240, -3.340)
H (0.377, -2.222, -1.795)
H (1.997, -2.999, -3.447)
H (3.607, -1.410, -4.462)
H (3.555, 0.972, -3.792)
H (1.935, 1.758, -2.134)

DFT total energy, eV: -142823.7267
2S+1: 5
Largest force on an atom, eV/A: 0.73
Gap between HOMO and LUMO (spin up / spin down), eV: 6.34 / 6.32

From a Löwdin analysis of the wavefunction, the atomic charges in e read: Fe 0.47; O 0.10; C -0.43; N 0.04; C -0.42; O 0.10; C -0.18; C 0.01; C -0.04; C -0.04; C -0.12; N 0.02; C -0.18; C 0.01; C -0.04; C -0.05; C -0.13; N 0.03; H 0.12; H 0.11; H 0.11; H 0.11; H 0.12; H 0.11; H 0.11; H 0.12; S 0.79; C -0.68; C -0.10; C -0.09; C -0.10; C -0.33; C -0.15; C -0.10; Ge 0.96; C -0.33; C -0.15; C -0.10; C -0.10; C -0.09; C -0.10; C -0.31; C -0.12; C -0.09; C -0.10; C -0.09; C -0.10; H 0.10; H 0.10; H 0.09; H 0.10; H 0.10; H 0.08; H 0.10; H 0.10; H 0.10; H 0.10; H 0.08; H 0.10; H 0.10; H 0.10; H 0.09

***

# 3
This record from OMol25 describes a structure of composition C4H6O2Tl. The level of theory is wB97M-V/def2-TZVPD.

CARTESIAN COORDINATES (ANGSTROEM)
C (-0.544, 1.469, 0.681)
O (-1.737, 2.077, 0.471)
H (0.176, 2.216, 1.033)
H (-2.483, 1.482, 0.604)
C (0.746, -1.338, -1.615)
C (0.930, -0.846, -0.348)
C (0.111, 0.285, 0.115)
O (-0.574, 0.081, 1.331)
Tl (0.074, -1.549, 2.636)
H (0.943, -2.389, -1.829)
H (0.771, -0.680, -2.491)
H (1.322, -1.535, 0.405)
H (0.265, 0.726, -0.992)

DFT total energy, eV: -13019.4460
2S+1: 1
Charge: +1
Largest force on an atom, eV/A: 5.86
Gap between HOMO and LUMO (spin up / spin down), eV: 7.46 / 7.46

From a Löwdin analysis of the wavefunction, the atomic charges in e read: C -0.23; O 0.12; H 0.17; H 0.14; C 0.10; C -0.17; C -0.35; O -0.32; Tl 1.14; H 0.08; H 0.10; H 0.02; H 0.19

***

# 4
This record from OMol25 describes a cluster of 2 separate species, H4N3O3S in total. The level of theory is wB97M-V/def2-TZVPD.

CARTESIAN COORDINATES (ANGSTROEM)
N (1.055, -1.083, 0.083)
N (-0.315, 1.409, 0.568)
N (-0.712, 0.257, 0.970)
O (-2.419, -1.551, 0.403)
O (-1.689, -0.105, -1.477)
O (-3.058, 0.868, 0.269)
S (-2.115, -0.244, -0.072)
H (1.154, -1.598, 1.010)
H (0.267, -1.434, -0.358)
H (-0.622, 1.615, -0.456)
H (0.687, 1.773, 0.876)

DFT total energy, eV: -21510.6585
2S+1: 1
Charge: -1
Largest force on an atom, eV/A: 4.30
Gap between HOMO and LUMO (spin up / spin down), eV: 9.38 / 7.50

From a Löwdin analysis of the wavefunction, the atomic charges in e read: N 0.01; N -0.13; N -0.19; O -0.36; O -0.40; O -0.42; S 0.38; H -0.02; H -0.12; H 0.11; H 0.14

***

# 5
This record from OMol25 describes a cluster of 2 separate species, Cl3PS3 in total. The level of theory is wB97M-V/def2-TZVPD.

CARTESIAN COORDINATES (ANGSTROEM)
P (-0.355, 0.339, 1.296)
S (-1.903, 0.626, -1.391)
S (0.755, 2.122, 1.257)
S (1.078, -1.170, 0.860)
Cl (-1.394, -1.075, -2.342)
Cl (1.923, 1.962, -0.324)
Cl (-0.104, -2.805, 0.643)

DFT total energy, eV: -79360.4271
2S+1: 1
Largest force on an atom, eV/A: 1.36
Gap between HOMO and LUMO (spin up / spin down), eV: 6.99 / 6.16

From a Löwdin analysis of the wavefunction, the atomic charges in e read: P 0.13; S -0.06; S -0.05; S -0.04; Cl -0.08; Cl 0.05; Cl 0.04

***

# 6
This record from OMol25 describes a cluster of 9 separate species, C18H57N3O12 in total. The level of theory is wB97M-V/def2-TZVPD.

CARTESIAN COORDINATES (ANGSTROEM)
C (-1.536, 1.764, 0.489)
O (-1.041, 0.902, -0.492)
C (-1.940, 0.763, -1.629)
C (-3.242, 0.011, -1.267)
N (-2.832, -1.089, -0.409)
C (-3.949, -1.807, 0.194)
C (-3.388, -3.083, 0.867)
O (-4.503, -3.854, 1.198)
C (-4.313, -4.997, 1.985)
H (-0.924, 1.736, 1.400)
H (-2.587, 1.512, 0.748)
H (-1.505, 2.813, 0.225)
H (-1.352, 0.186, -2.370)
H (-2.159, 1.732, -1.982)
H (-3.674, -0.397, -2.255)
H (-3.970, 0.731, -0.758)
H (-2.087, -0.827, 0.210)
H (-4.515, -2.179, -0.667)
H (-4.551, -1.108, 0.879)
H (-2.744, -2.885, 1.708)
H (-2.734, -3.590, 0.138)
H (-3.738, -4.685, 2.859)
H (-3.694, -5.765, 1.575)
H (-5.362, -5.399, 2.195)
C (4.540, -2.161, -2.832)
O (3.763, -3.307, -2.665)
C (3.467, -3.646, -1.281)
C (2.120, -4.409, -1.169)
N (0.961, -3.615, -1.607)
C (0.583, -3.697, -3.025)
C (-0.541, -2.730, -3.303)
O (-0.027, -1.460, -3.194)
C (0.118, -0.753, -4.435)
H (4.780, -2.187, -3.869)
H (5.476, -2.133, -2.253)
H (3.984, -1.219, -2.624)
H (3.531, -2.700, -0.722)
H (4.297, -4.344, -1.027)
H (2.082, -4.521, -0.065)
H (2.279, -5.380, -1.655)
H (0.129, -3.888, -1.153)
H (0.169, -4.655, -3.286)
H (1.434, -3.474, -3.689)
H (-1.440, -2.810, -2.655)
H (-0.858, -2.896, -4.315)
H (-0.830, -0.716, -4.975)
H (0.890, -1.074, -5.079)
H (0.351, 0.284, -4.181)
C (1.685, 2.498, 1.274)
O (0.753, 3.516, 1.532)
C (1.231, 4.235, 2.565)
C (0.156, 5.208, 3.159)
N (-0.260, 6.163, 2.176)
C (-1.244, 7.156, 2.529)
C (-1.585, 8.058, 1.334)
O (-2.036, 7.289, 0.287)
C (-1.560, 7.871, -0.910)
H (2.680, 2.998, 1.277)
H (1.571, 2.136, 0.274)
H (1.537, 1.724, 2.015)
H (2.026, 4.886, 2.132)
H (1.632, 3.590, 3.345)
H (0.678, 5.661, 4.012)
H (-0.667, 4.592, 3.564)
H (-0.484, 5.762, 1.276)
H (-0.915, 7.757, 3.360)
H (-2.166, 6.633, 2.791)
H (-0.744, 8.736, 1.129)
H (-2.360, 8.773, 1.578)
H (-1.840, 8.960, -1.082)
H (-1.973, 7.374, -1.767)
H (-0.482, 7.745, -0.939)
O (3.217, -0.831, 0.992)
H (3.563, -0.352, 0.227)
H (2.305, -0.946, 0.660)
O (0.145, -3.075, 1.953)
H (0.299, -2.545, 1.137)
H (0.894, -2.932, 2.539)
O (5.419, -1.147, 2.728)
H (4.591, -0.806, 2.434)
H (5.776, -0.341, 3.179)
O (0.898, -1.326, -0.243)
H (0.954, -1.859, -1.043)
H (0.306, -0.572, -0.366)
O (3.148, -3.478, 2.491)
H (3.798, -3.376, 3.185)
H (3.404, -2.648, 1.990)
O (-1.438, -5.356, 0.359)
H (-0.720, -5.887, -0.018)
H (-1.107, -4.839, 1.107)

DFT total energy, eV: -48626.4529
2S+1: 1
SMILES string: COCCNCCOC.COCCNCCOC.COCCNCCOC.O.O.O.O.O.O
Largest force on an atom, eV/A: 3.45
Gap between HOMO and LUMO, eV: 8.98

From a Löwdin analysis of the wavefunction, the atomic charges in e read: C -0.11; O -0.24; C -0.16; C -0.21; N -0.08; C -0.18; C -0.24; O -0.19; C -0.11; H 0.09; H 0.10; H 0.09; H 0.10; H 0.10; H 0.14; H 0.12; H 0.09; H 0.12; H 0.14; H 0.11; H 0.10; H 0.08; H 0.05; H 0.11; C -0.14; O -0.22; C -0.17; C -0.16; N -0.05; C -0.17; C -0.24; O -0.22; C -0.08; H 0.07; H 0.09; H 0.09; H 0.10; H 0.13; H 0.12; H 0.12; H 0.07; H 0.11; H 0.13; H 0.14; H 0.11; H 0.09; H 0.07; H 0.09; C -0.10; O -0.21; C -0.28; C -0.20; N -0.07; C -0.20; C -0.27; O -0.17; C -0.12; H 0.10; H 0.08; H 0.10; H 0.13; H 0.12; H 0.12; H 0.12; H 0.11; H 0.12; H 0.12; H 0.12; H 0.12; H 0.11; H 0.07; H 0.09; O -0.08; H 0.06; H 0.00; O -0.07; H 0.01; H 0.01; O -0.07; H -0.04; H 0.06; O -0.06; H 0.02; H 0.04; O -0.07; H 0.03; H 0.02; O -0.06; H 0.05; H 0.02

***

# 7
This record from OMol25 describes a structure of composition C47H44N6O3S5Tl. The level of theory is wB97M-V/def2-TZVPD.

CARTESIAN COORDINATES (ANGSTROEM)
Tl (-0.158, -0.338, 0.504)
O (1.366, -2.178, -0.239)
C (1.305, -3.455, -0.335)
C (2.506, -4.222, -0.394)
C (2.507, -5.594, -0.514)
C (1.307, -6.303, -0.597)
C (0.126, -5.585, -0.575)
C (0.083, -4.193, -0.447)
C (-1.242, -3.589, -0.516)
N (-1.569, -2.383, -0.250)
N (-2.915, -2.109, -0.455)
C (-3.339, -1.095, 0.268)
O (-2.703, -0.464, 1.167)
C (-4.750, -0.661, -0.030)
C (-5.613, -1.432, -0.805)
C (-6.901, -0.990, -1.069)
C (-7.338, 0.232, -0.571)
C (-6.479, 1.006, 0.195)
C (-5.194, 0.558, 0.469)
H (3.435, -3.664, -0.355)
H (3.453, -6.126, -0.553)
H (1.300, -7.381, -0.692)
H (-0.820, -6.112, -0.668)
H (-2.050, -4.264, -0.818)
H (-5.252, -2.374, -1.194)
H (-7.567, -1.600, -1.669)
H (-8.342, 0.579, -0.784)
H (-6.805, 1.967, 0.576)
H (-4.509, 1.155, 1.057)
C (3.515, 1.382, 1.141)
C (3.453, -0.026, 1.631)
N (2.408, -0.563, 2.165)
C (2.611, -1.888, 2.455)
C (3.854, -2.358, 2.174)
S (4.788, -1.111, 1.464)
C (1.504, -2.704, 2.973)
C (1.640, -3.785, 3.783)
S (0.109, -4.499, 4.061)
C (-0.633, -3.276, 3.080)
N (0.207, -2.420, 2.593)
C (-2.104, -3.269, 2.833)
H (2.920, 1.453, 0.228)
H (4.536, 1.679, 0.905)
H (3.109, 2.055, 1.897)
H (4.210, -3.371, 2.259)
H (2.546, -4.176, 4.216)
H (-2.657, -3.468, 3.752)
H (-2.363, -4.034, 2.099)
H (-2.396, -2.304, 2.417)
S (-3.389, 3.938, 0.832)
C (-1.769, 3.718, 0.603)
N (-0.843, 3.705, 1.566)
C (0.562, 3.693, 1.191)
C (0.748, 4.703, 0.084)
N (-0.081, 4.293, -1.041)
C (0.337, 4.686, -2.382)
C (1.783, 4.384, -2.679)
C (2.298, 3.109, -2.463)
C (3.630, 2.837, -2.737)
C (4.458, 3.835, -3.237)
C (3.950, 5.105, -3.461)
C (2.618, 5.378, -3.176)
C (-1.227, 3.606, -0.822)
S (-2.046, 2.732, -1.943)
C (-1.160, 3.782, 2.990)
C (-0.794, 2.502, 3.694)
C (-1.517, 1.347, 3.414)
C (-1.170, 0.149, 4.013)
C (-0.092, 0.087, 4.887)
C (0.630, 1.235, 5.172)
C (0.277, 2.441, 4.577)
H (0.865, 2.694, 0.861)
H (1.154, 3.954, 2.068)
H (1.786, 4.714, -0.246)
H (0.481, 5.710, 0.429)
H (0.157, 5.761, -2.498)
H (-0.314, 4.157, -3.076)
H (1.669, 2.314, -2.079)
H (3.995, 1.835, -2.554)
H (5.498, 3.621, -3.450)
H (4.590, 5.888, -3.849)
H (2.223, 6.375, -3.339)
H (-2.225, 3.987, 3.066)
H (-0.610, 4.628, 3.415)
H (-2.335, 1.360, 2.701)
H (-1.734, -0.737, 3.761)
H (0.196, -0.861, 5.326)
H (1.478, 1.193, 5.844)
H (0.844, 3.341, 4.795)
C (3.090, -0.829, -4.173)
S (2.509, -1.220, -2.502)
O (2.571, 0.101, -1.803)
C (0.812, -1.508, -2.993)
C (-0.101, -0.465, -2.964)
C (-1.422, -0.714, -3.304)
C (-1.814, -1.991, -3.682)
C (-0.887, -3.022, -3.723)
C (0.435, -2.787, -3.368)
H (2.536, 0.033, -4.544)
H (2.938, -1.693, -4.819)
H (4.152, -0.597, -4.101)
H (0.216, 0.521, -2.646)
H (-2.152, 0.083, -3.239)
H (-2.855, -2.188, -3.905)
H (-1.199, -4.024, -3.989)
H (1.151, -3.601, -3.336)

DFT total energy, eV: -123409.2985
2S+1: 1
Charge: -1
Largest force on an atom, eV/A: 0.19
Gap between HOMO and LUMO, eV: 6.18

Löwdin population analysis, charges in e, atoms 1 to 99: Tl 0.87; O -0.29; C -0.42; C -0.04; C -0.12; C -0.14; C -0.08; C -0.16; C -0.13; N -0.05; N 0.05; C -0.53; O -0.22; C -0.13; C -0.05; C -0.11; C -0.12; C -0.09; C -0.03; H 0.09; H 0.09; H 0.08; H 0.10; H 0.12; H 0.10; H 0.09; H 0.09; H 0.10; H 0.07; C -0.07; C -0.64; N 0.07; C -0.35; C -0.36; S 1.04; C -0.33; C -0.35; S 1.04; C -0.63; N 0.09; C -0.07; H 0.05; H 0.07; H 0.07; H 0.08; H 0.07; H 0.08; H 0.08; H 0.05; S 0.68; C -0.76; N -0.11; C -0.12; C -0.11; N -0.11; C -0.13; C -0.22; C -0.03; C -0.07; C -0.09; C -0.10; C -0.05; C -0.75; S 0.72; C -0.13; C -0.21; C -0.04; C -0.08; C -0.08; C -0.09; C -0.06; H 0.09; H 0.13; H 0.13; H 0.14; H 0.13; H 0.08; H 0.10; H 0.09; H 0.10; H 0.10; H 0.11; H 0.07; H 0.13; H 0.10; H 0.09; H 0.10; H 0.10; H 0.10; C -0.24; S 0.93; O -0.56; C -0.39; C -0.11; C -0.08; C -0.08; C -0.08; C -0.09; H 0.06

***

# 8
This record from OMol25 describes the molecule C6H12O. The level of theory is wB97M-V/def2-TZVPD.

CARTESIAN COORDINATES (ANGSTROEM)
C (2.828, 0.291, 0.072)
C (1.523, -0.513, 0.109)
C (0.308, 0.382, 0.454)
C (-1.025, -0.333, 0.496)
C (-1.499, -0.905, -0.819)
O (-2.864, -0.530, -0.681)
C (-2.587, 0.576, 0.125)
H (2.772, 1.106, -0.661)
H (3.041, 0.739, 1.050)
H (3.683, -0.340, -0.197)
H (1.615, -1.323, 0.843)
H (1.375, -0.994, -0.869)
H (0.250, 1.156, -0.332)
H (0.518, 0.881, 1.405)
H (-1.782, -0.167, 1.272)
H (-1.392, -1.969, -1.058)
H (-1.046, -0.320, -1.654)
H (-2.258, 1.496, -0.350)
H (-3.461, 0.767, 0.795)

DFT total energy, eV: -8460.2335
2S+1: 1
SMILES string: CCCC1COC1
Largest force on an atom, eV/A: 2.94
Gap between HOMO and LUMO, eV: 9.33

From a Löwdin analysis of the wavefunction, the atomic charges in e read: C -0.12; C -0.26; C -0.22; C -0.15; C -0.22; O -0.12; C -0.13; H 0.07; H 0.07; H 0.07; H 0.11; H 0.10; H 0.11; H 0.11; H 0.10; H 0.12; H 0.13; H 0.10; H 0.13

***

What did the fifth record say?
This record from OMol25 describes a cluster of 2 separate species, Cl3PS3 in total. The level of theory is wB97M-V/def2-TZVPD.

CARTESIAN COORDINATES (ANGSTROEM)
P (-0.355, 0.339, 1.296)
S (-1.903, 0.626, -1.391)
S (0.755, 2.122, 1.257)
S (1.078, -1.170, 0.860)
Cl (-1.394, -1.075, -2.342)
Cl (1.923, 1.962, -0.324)
Cl (-0.104, -2.805, 0.643)

DFT total energy, eV: -79360.4271
2S+1: 1
Largest force on an atom, eV/A: 1.36
Gap between HOMO and LUMO (spin up / spin down), eV: 6.99 / 6.16

From a Löwdin analysis of the wavefunction, the atomic charges in e read: P 0.13; S -0.06; S -0.05; S -0.04; Cl -0.08; Cl 0.05; Cl 0.04